The following is a quantum chemistry calculation of C20H29N3O4S in the gas phase, from OMol25.

XYZ file:
```
57
Properties=species:S:1:pos:R:3:forces:R:3:mulliken_charge:R:1
C -7.9269 -1.7321 1.1485 3.104 5.373 -10.717 -1.283
C -7.3776 -0.8556 0.1918 -1.181 -0.739 8.066 -0.038
C -6.5947 0.4698 0.5543 -0.632 -7.468 1.400 -1.532
N -5.3451 0.3078 0.0165 1.200 1.584 -3.796 0.412
C -5.3333 0.8563 -1.3861 8.244 -3.299 2.660 -0.882
C -5.0276 2.2285 -1.4667 -3.062 3.590 0.359 -0.124
C -5.0726 3.0439 -0.4117 1.340 1.772 -11.437 -1.411
C -4.3956 -0.3689 0.6615 -9.612 1.059 10.108 0.154
O -4.6939 -0.7050 1.9858 1.037 0.609 -5.943 -0.685
C -3.1345 -0.3729 0.3947 6.088 8.054 -4.852 0.327
C -2.3494 0.9202 -0.2311 0.219 -6.196 1.886 -1.206
C -1.0841 0.8242 -0.6575 -1.517 -4.667 1.056 -0.874
C -0.3730 -0.4926 -0.7038 -0.264 7.916 -1.977 1.297
O 0.8491 -0.4277 -1.3032 -0.489 0.062 2.060 -0.479
C 1.5492 -1.6358 -1.1555 3.770 0.515 -3.834 -0.681
C 2.8405 -1.4574 -2.1489 -4.216 6.329 0.260 -0.956
C 3.7062 -0.3444 -1.4574 -0.786 3.524 -4.564 -0.484
N 4.2964 -0.7091 -0.3326 -3.908 -4.715 7.428 -0.155
S 5.4698 0.0197 0.4967 -6.801 8.422 -10.445 1.080
O 5.7846 -0.7028 1.5054 2.965 -8.070 13.882 -0.573
O 6.3621 0.1682 -0.4994 6.098 1.571 -5.690 -0.738
N 4.8836 1.6192 0.7838 0.535 -5.828 2.124 0.167
C 5.3149 2.6394 0.0835 9.629 -1.468 -7.660 -1.173
C 4.7696 1.9901 2.0940 -5.118 -5.579 3.810 -1.077
C 3.0723 -1.0562 0.5314 5.613 3.575 6.295 -0.920
C 2.1725 -2.0284 0.1060 -3.033 -5.902 0.478 -0.088
C -1.1830 -1.3917 -0.3306 1.830 -9.449 -0.014 0.216
C -2.5268 -1.3848 0.0148 2.562 -10.416 0.984 -0.952
H -8.4806 -2.5126 0.9669 -2.853 -4.219 -2.198 0.384
H -7.8348 -1.6754 2.0520 1.687 1.669 10.129 0.472
H -7.5781 -1.0530 -0.7499 -0.737 -0.754 -4.697 0.433
H -6.4846 0.4928 1.5699 0.018 -0.012 2.848 0.615
H -7.1796 1.1968 0.3021 -2.601 4.917 -2.338 0.665
H -6.0322 0.4626 -1.9702 -3.271 -1.454 -2.263 0.655
H -4.2812 0.4150 -1.7764 -2.230 0.251 0.185 0.340
H -5.3043 2.7021 -2.4308 1.100 -0.315 0.324 0.324
H -4.9906 4.0689 -0.5835 0.117 1.724 -0.763 0.386
H -5.1352 2.9235 0.4705 -0.673 -2.986 11.607 0.675
H -2.8337 1.7314 0.0195 -2.005 4.532 0.638 1.020
H -0.5641 1.6374 -0.7950 2.696 4.404 -1.225 0.663
H 0.8682 -2.3207 -1.5017 -0.981 -2.373 -1.021 0.758
H 2.3222 -0.7552 -3.0465 1.841 -2.819 1.539 0.210
H 3.4239 -2.2977 -2.2406 0.942 -2.053 -1.035 0.586
H 4.6314 -0.1093 -1.8810 0.912 0.625 -3.543 0.634
H 3.1985 0.7076 -1.3815 0.042 -1.774 -0.090 0.218
H 6.2545 3.2406 0.1120 -0.381 -0.418 1.905 0.325
H 5.7399 2.2061 -1.0678 -1.600 0.908 2.830 0.225
H 4.5989 3.1484 -0.2154 -6.605 5.548 -2.453 0.588
H 5.5428 2.2868 2.6427 3.756 2.060 1.498 0.487
H 4.6054 0.8646 2.7421 -0.287 3.354 -1.478 0.199
H 3.8813 2.5973 2.1999 -0.143 0.302 0.592 0.360
H 3.5861 -1.1806 1.6275 -1.756 -0.510 -2.350 0.233
H 2.5903 -0.0843 0.6709 -0.463 0.050 -0.168 0.498
H 2.6405 -3.1443 -0.0665 -0.861 2.750 0.296 0.329
H 1.2812 -2.2755 0.7859 1.622 0.718 0.010 0.255
H -0.6629 -2.4842 -0.3947 -1.714 2.189 0.284 -0.034
H -2.9434 -2.5523 0.2866 0.816 3.524 -0.988 0.153
```
Forces are in eV/Å.

## Properties
orbital gap = 9.276 eV
max |F| = 16.3 eV/Å
energy above the lowest of the compared OMol25 structures with the same formula, charge and spin = 2212.86 kJ/mol